[1]
{
  "formula": "C14H21NO5S",
  "method": "ωB97M-V with the def2-TZVPD basis set",
  "relative_energy_kcal_mol": 10.61,
  "spin_multiplicity": 1,
  "lumo_energy_ev": 0.61,
  "homo_lumo_gap_ev": 9.429,
  "smiles": "CC(C)OCCCNS(=O)(=O)c1ccc2c(c1)OCCO2",
  "homo_ha": -0.32405,
  "symbols": ["C", "H", "H", "H", "C", "C", "H", "H", "H", "O", "C", "C", "C", "N", "S", "O", "O", "C", "C", "C", "C", "C", "C", "H", "H", "O", "C", "C", "H", "O", "H", "H", "H", "H", "H", "H", "H", "H", "H", "H", "H", "H"],
  "xyz": [[-6.05, -1.18, 0.59], [-6.31, -1.42, 1.62], [-6.70, -0.39, 0.24], [-6.20, -2.06, -0.03], [-4.59, -0.73, 0.51], [-3.65, -1.86, 0.94], [-3.70, -2.67, 0.22], [-3.96, -2.23, 1.91], [-2.62, -1.51, 1.02], [-4.40, -0.33, -0.85], [-3.13, 0.16, -1.19], [-2.78, 1.49, -0.52], [-1.49, 2.11, -1.08], [-0.33, 1.24, -0.96], [0.07, 0.77, 0.60], [-0.46, -0.55, 0.86], [-0.29, 1.83, 1.50], [1.84, 0.67, 0.45], [2.44, -0.54, 0.17], [3.81, -0.60, 0.02], [4.58, 0.56, 0.18], [3.95, 1.78, 0.44], [2.58, 1.84, 0.57], [2.07, 2.76, 0.79], [4.57, 2.65, 0.55], [5.94, 0.54, 0.09], [6.50, -0.75, 0.16], [5.72, -1.70, -0.75], [6.13, -2.71, -0.72], [4.38, -1.81, -0.30], [5.73, -1.32, -1.78], [7.54, -0.66, -0.17], [6.47, -1.12, 1.19], [1.84, -1.43, 0.08], [-0.41, 0.41, -1.54], [-1.25, 3.01, -0.52], [-1.61, 2.36, -2.14], [-2.62, 1.33, 0.55], [-3.60, 2.20, -0.65], [-3.19, 0.31, -2.28], [-2.36, -0.58, -0.97], [-4.45, 0.13, 1.17]],
  "lowdin_charge": [-0.047, 0.077, 0.078, 0.081, -0.447, -0.039, 0.090, 0.082, 0.045, -0.128, -0.225, -0.163, -0.241, -0.125, 0.664, -0.295, -0.275, -0.283, 0.031, -0.185, -0.192, 0.023, -0.056, 0.116, 0.125, -0.018, -0.142, -0.144, 0.134, -0.017, 0.140, 0.134, 0.141, 0.128, 0.103, 0.113, 0.124, 0.096, 0.126, 0.131, 0.101, 0.137]
}

=====

[2]
{
  "formula": "C14H21NPPd",
  "method": "ωB97M-V with the def2-TZVPD basis set",
  "spin_multiplicity": 3,
  "lumo_energy_ev": [3.15, 3.08],
  "homo_lumo_gap_ev": [3.007, 6.276],
  "homo_ha": [0.00543, -0.11739],
  "s2": 2.014,
  "charge": -1,
  "symbols": ["C", "Pd", "N", "H", "H", "H", "H", "H", "H", "H", "H", "C", "P", "C", "C", "C", "C", "C", "C", "C", "C", "C", "C", "C", "C", "H", "H", "H", "H", "H", "H", "H", "H", "H", "H", "H", "H", "H"],
  "xyz": [[-3.10, -1.63, -1.96], [-0.64, -1.24, -2.00], [1.48, -1.84, -1.77], [-1.02, -0.20, -3.19], [2.04, -1.00, -1.95], [-2.20, -2.19, -2.37], [-3.82, -1.59, -2.78], [-2.86, -0.60, -1.65], [-3.52, -2.18, -1.10], [1.71, -2.16, -0.82], [1.73, -2.57, -2.44], [-1.59, 1.82, -0.89], [-0.47, 0.45, -0.57], [1.22, 1.05, -0.29], [1.72, 2.05, -1.14], [3.05, 2.45, -1.03], [3.90, 1.85, -0.10], [3.40, 0.86, 0.76], [2.07, 0.46, 0.67], [-0.96, -0.18, 1.06], [-1.36, -1.50, 1.26], [-1.51, -1.99, 2.56], [-1.27, -1.15, 3.65], [-0.96, 0.20, 3.45], [-0.80, 0.69, 2.16], [-1.47, 2.16, -1.93], [-1.37, 2.65, -0.20], [-2.63, 1.48, -0.74], [1.08, 2.51, -1.89], [3.43, 3.24, -1.67], [4.95, 2.14, -0.03], [4.06, 0.40, 1.50], [1.71, -0.31, 1.36], [-1.53, -2.16, 0.40], [-1.80, -3.03, 2.72], [-1.32, -1.55, 4.66], [-0.81, 0.87, 4.29], [-0.54, 1.74, 1.99]],
  "lowdin_charge": [-0.153, 0.115, -0.053, -0.069, 0.031, -0.047, 0.019, -0.031, 0.017, 0.039, 0.019, -0.294, 0.776, -0.368, -0.110, -0.116, -0.125, -0.106, -0.105, -0.456, -0.173, -0.178, -0.203, -0.161, -0.191, 0.019, 0.033, 0.045, 0.099, 0.090, 0.088, 0.096, 0.109, 0.058, 0.071, 0.059, 0.078, 0.080]
}

=====

[3]
{
  "formula": "C14H21O11Pt2",
  "method": "ωB97M-V with the def2-TZVPD basis set",
  "relative_energy_kcal_mol": 9.70,
  "spin_multiplicity": 5,
  "lumo_energy_ev": [-11.83, -13.79],
  "homo_lumo_gap_ev": [5.998, 4.039],
  "homo_ha": [-0.65524, -0.65507],
  "s2": 6.020,
  "charge": 3,
  "symbols": ["Pt", "Pt", "C", "C", "O", "O", "H", "H", "H", "C", "C", "C", "O", "C", "O", "O", "H", "H", "H", "H", "H", "H", "C", "C", "C", "O", "C", "O", "O", "H", "H", "H", "H", "H", "H", "C", "C", "C", "O", "C", "O", "O", "H", "H", "H", "H", "H", "H"],
  "xyz": [[-2.10, 25.15, -13.58], [-1.84, 28.34, -15.66], [-1.33, 28.70, -11.04], [-1.74, 27.78, -12.20], [-1.88, 26.56, -11.98], [-1.82, 28.37, -13.32], [-0.94, 28.06, -10.25], [-2.19, 29.30, -10.73], [-0.55, 29.38, -11.35], [-5.13, 31.89, -11.33], [-5.27, 32.02, -12.84], [-5.67, 33.45, -13.23], [-4.81, 33.65, -14.37], [-4.06, 32.61, -14.63], [-3.24, 32.53, -15.51], [-4.04, 31.77, -13.55], [-6.09, 32.16, -10.88], [-4.37, 32.58, -10.94], [-4.77, 30.90, -11.07], [-5.95, 31.25, -13.22], [-5.36, 34.24, -12.54], [-6.73, 33.60, -13.42], [-0.65, 34.34, -16.54], [0.38, 33.25, -16.26], [0.71, 33.14, -14.78], [0.54, 31.72, -14.54], [-0.10, 31.18, -15.53], [-0.70, 30.12, -15.40], [-0.14, 31.95, -16.61], [-1.60, 34.10, -16.05], [-0.71, 34.57, -17.59], [-0.33, 35.25, -16.02], [1.29, 33.42, -16.84], [0.04, 33.68, -14.11], [1.73, 33.48, -14.65], [-3.08, 32.99, -7.17], [-2.23, 31.74, -6.90], [-2.61, 30.40, -7.46], [-1.32, 29.81, -7.71], [-0.40, 30.74, -7.65], [0.81, 30.43, -7.55], [-0.92, 31.93, -7.50], [-3.33, 33.20, -8.20], [-2.50, 33.80, -6.72], [-4.00, 32.88, -6.59], [-2.08, 31.69, -5.81], [-3.27, 30.53, -8.33], [-3.15, 29.69, -6.84]],
  "lowdin_charge": [0.856, 1.347, 0.053, -0.612, -0.074, -0.075, 0.101, 0.087, 0.102, -0.025, -0.309, -0.036, 0.104, -0.563, 0.135, 0.055, 0.102, 0.080, 0.069, 0.158, 0.142, 0.149, 0.009, -0.268, -0.020, 0.130, -0.534, -0.040, 0.147, 0.072, 0.102, 0.105, 0.166, 0.145, 0.151, 0.028, -0.249, -0.013, 0.143, -0.408, 0.497, 0.187, 0.090, 0.109, 0.114, 0.181, 0.144, 0.166]
}

=====

[4]
{
  "formula": "C14H22AsBeO4S",
  "method": "ωB97M-V with the def2-TZVPD basis set",
  "relative_energy_kcal_mol": 188.72,
  "spin_multiplicity": 1,
  "lumo_energy_ev": [2.84, 2.83],
  "homo_lumo_gap_ev": [7.299, 6.212],
  "homo_ha": [-0.16397, -0.12445],
  "charge": -1,
  "symbols": ["Be", "C", "As", "C", "C", "H", "H", "H", "H", "H", "H", "H", "H", "H", "O", "S", "C", "C", "C", "C", "H", "H", "H", "H", "H", "H", "H", "H", "O", "C", "O", "C", "C", "C", "C", "C", "C", "H", "H", "H", "H", "H", "O"],
  "xyz": [[-0.16, 2.27, -0.59], [-0.40, -1.04, 0.18], [-0.89, -2.59, 1.14], [-0.92, -4.05, -0.13], [-2.66, -2.11, 1.55], [0.63, -0.65, 0.24], [-1.04, -0.34, 0.72], [-0.68, -1.11, -0.94], [-1.13, -4.66, 0.83], [-0.11, -4.54, -0.63], [-1.75, -4.27, -0.66], [-3.61, -2.77, 1.21], [-2.37, -1.01, 1.77], [-2.88, -2.62, 2.79], [1.12, 1.69, -1.28], [2.40, 1.02, -1.91], [3.68, 1.12, -0.58], [4.84, 0.16, -1.07], [5.77, 0.69, -2.05], [7.10, 0.96, -1.85], [3.28, 0.80, 0.34], [3.98, 2.20, -0.40], [4.40, -0.67, -1.58], [5.50, -0.01, -0.30], [5.35, 1.25, -2.72], [0.08, -2.01, 2.71], [7.36, 1.57, -2.61], [7.40, 0.36, -0.95], [-1.65, 3.90, 2.26], [-1.42, 3.09, 1.26], [-0.41, 3.28, 0.48], [-2.35, 2.10, 0.96], [-3.47, 2.09, 1.82], [-4.41, 1.13, 1.70], [-4.24, 0.21, 0.62], [-3.21, 0.32, -0.34], [-2.37, 1.42, -0.26], [-3.34, 2.82, 2.61], [-5.17, 1.22, 2.41], [-5.01, -0.43, 0.22], [-3.10, -0.15, -1.24], [-2.72, -2.10, -4.66], [-1.42, 1.49, -1.07]],
  "lowdin_charge": [0.151, -0.346, 0.902, -0.321, -0.383, 0.028, -0.014, 0.089, 0.012, 0.013, -0.041, 0.079, 0.021, 0.105, -0.641, 0.801, -0.412, -0.284, -0.210, 0.040, 0.046, 0.097, 0.086, 0.069, 0.028, -0.073, 0.008, 0.075, -0.048, -0.496, 0.032, -0.109, -0.022, -0.091, -0.090, -0.050, -0.397, 0.112, 0.071, 0.086, 0.088, 0.006, -0.017]
}

=====

[5]
{
  "formula": "C14H22Br3NO",
  "method": "ωB97M-V with the def2-TZVPD basis set",
  "spin_multiplicity": 1,
  "lumo_energy_ev": 0.30,
  "homo_lumo_gap_ev": 9.244,
  "homo_ha": -0.32864,
  "symbols": ["O", "Br", "Br", "Br", "C", "N", "C", "C", "C", "C", "C", "C", "C", "C", "C", "C", "C", "C", "C", "H", "H", "H", "H", "H", "H", "H", "H", "H", "H", "H", "H", "H", "H", "H", "H", "H", "H", "H", "H", "H", "H"],
  "xyz": [[-1.56, -0.34, -1.41], [2.50, -0.28, 4.10], [0.96, -3.05, 4.14], [2.55, 1.05, 1.08], [-0.62, 0.00, -0.83], [0.13, 1.07, -1.25], [-0.76, 1.45, -3.52], [-1.49, 2.92, -1.46], [0.85, 3.10, -2.40], [-1.83, -0.90, 1.98], [-0.93, -3.11, 0.82], [0.88, -1.12, 3.53], [1.40, -1.62, -0.24], [1.87, -2.03, 1.12], [0.74, 0.22, 1.29], [0.17, -0.73, 0.33], [-0.34, 2.16, -2.20], [0.86, -1.14, 1.98], [-0.54, -1.58, 1.34], [0.90, 1.42, -0.68], [-1.72, 1.01, -3.47], [-0.01, 0.69, -3.78], [-0.83, 2.22, -4.37], [-1.08, 3.36, -0.59], [-2.34, 2.22, -1.09], [-1.93, 3.70, -2.17], [1.73, 2.41, -2.59], [0.49, 3.57, -3.28], [1.13, 3.76, -1.61], [-2.67, -1.50, 1.68], [-1.92, 0.13, 1.65], [-1.65, -0.89, 2.99], [-1.15, -3.56, 1.70], [-1.83, -3.12, 0.28], [-0.24, -3.62, 0.28], [0.07, -0.52, 4.02], [1.19, -2.42, -0.88], [2.23, -1.05, -0.75], [2.92, -1.77, 1.30], [1.82, -3.18, 1.21], [0.05, 1.06, 1.75]],
  "lowdin_charge": [0.131, 0.651, 0.613, 0.728, -0.465, 0.090, -0.035, -0.038, -0.042, 0.028, 0.042, -0.970, -0.096, -0.174, -0.489, -0.380, -0.547, -0.561, -0.266, 0.032, 0.052, 0.086, 0.102, 0.047, 0.108, 0.104, 0.111, 0.066, 0.072, 0.086, 0.083, 0.034, 0.027, 0.073, 0.035, 0.064, 0.095, 0.113, 0.088, 0.131, 0.170]
}

=====

Looking at DFT total energy for the records above, in order, we have -37420.454, -29114.643, -43836.475, -95133.316, -228537.092 eV.